No. 1
Formula: C2H10ClN7
Source: the OMol25 dataset
Level of theory: wB97M-V/def2-TZVPD

Each line ends with the Löwdin charge.
Atoms and positions in Å:
C  1.09923  -2.02127  0.02048  -0.145
C  -0.51916  0.93796  0.02288  -0.312
N  0.02657  -1.34120  0.38841  -0.418
N  0.21270  -0.05233  0.70675  0.051
N  2.18499  -1.59584  -0.54104  0.242
N  -1.27762  1.72254  0.78034  0.015
N  -0.41561  1.03781  -1.24875  0.106
N  -1.26967  1.62884  2.14157  0.061
N  0.55840  0.13504  -1.99592  0.115
Cl  -1.44867  -2.17391  1.06314  0.753
H  1.04583  -3.09142  0.08391  0.158
H  2.13476  -0.76333  -1.07462  0.090
H  -2.05419  2.25567  0.34017  0.201
H  -1.25452  1.51788  -1.64267  0.204
H  -0.93377  2.46956  2.54126  0.111
H  0.17674  0.13275  1.74359  0.172
H  -2.23871  1.26660  2.49460  0.186
H  2.95547  -2.21548  -0.67627  0.155
H  0.83807  0.84488  -2.68060  0.128
H  0.17917  -0.69474  -2.46724  0.127

Atomic forces in eV per Å
0.0 -2.3 -0.3
0.5 -1.7 3.2
-0.8 -0.7 0.1
-0.2 2.4 1.4
-0.6 0.2 0.5
-1.3 0.9 -1.9
-0.7 -1.6 -2.7
-2.3 -2.6 1.1
-1.2 3.0 0.6
1.8 0.7 -0.8
-0.3 -0.5 0.6
0.3 1.5 -0.1
1.0 -0.1 0.2
1.3 -0.5 -0.8
0.0 0.9 0.7
0.0 -0.2 -1.1
2.5 1.3 -0.5
0.4 -0.6 -0.2
0.4 -0.8 -0.2
-0.9 0.7 0.2

Output
HOMO-LUMO gap	10.0	eV
electronic energy	-25168.6901	eV
net charge	+2
structure (SMILES)	NN/C(NN(Cl)C=[NH2+])=[NH+]/N

***

No. 2
Formula: C6H11N
Source: the OMol25 dataset
Level of theory: wB97M-V/def2-TZVPD

Each line ends with the Löwdin charge.
Atoms and positions in Å:
C  -0.10786  -0.16289  1.19860  -0.114
C  -1.64229  1.22785  -0.37934  -0.023
C  1.58626  -1.42954  -0.24927  -0.057
C  -1.13314  -0.20666  0.09918  -0.419
C  1.04628  -0.11967  0.23199  -0.390
C  1.49362  1.07614  -0.19216  0.030
N  -1.66958  -1.29360  -0.25401  0.137
H  -2.56219  -1.20374  -0.73832  0.055
H  -0.18224  0.73973  1.80354  0.118
H  -0.12267  -1.09125  1.76634  0.119
H  -2.58292  1.05693  -0.90208  0.060
H  -1.85548  1.91365  0.43940  0.071
H  -0.95053  1.66698  -1.09422  0.061
H  2.18465  -1.90003  0.53184  0.086
H  2.19780  -1.30213  -1.14038  0.079
H  0.77028  -2.11148  -0.48567  0.067
H  1.28411  1.99802  0.32736  0.064
H  2.24589  1.14170  -0.96280  0.058

Atomic forces in eV per Å
0.8 -0.6 -1.3
-0.1 -1.7 -0.1
-0.3 0.0 -0.3
-2.8 2.2 0.8
1.5 1.3 0.4
0.6 -1.0 0.4
-0.1 -0.5 0.7
0.6 0.3 -0.7
-0.1 -0.2 0.0
-0.1 0.2 0.1
0.0 0.0 -0.1
0.3 -0.1 0.1
0.1 0.1 0.2
0.0 0.0 0.1
0.1 0.0 0.0
0.0 -0.1 0.0
-0.5 0.1 -0.1
0.1 -0.1 -0.1

Output
HOMO-LUMO gap	9.8	eV
electronic energy	-7889.1035	eV
structure (SMILES)	[H]/N=C(\C)CC(=C)C

***

No. 3
Formula: C8HF17NNiO4S2
Source: the OMol25 dataset
Level of theory: wB97M-V/def2-TZVPD

Each line ends with the Löwdin charge.
Atoms and positions in Å:
O  -1.76325  0.56818  -6.14563  -0.247
S  -1.60056  0.25162  -4.60738  0.800
O  -3.01596  -0.04668  -3.99982  -0.247
N  -0.58297  -1.15536  -4.48011  -0.227
S  0.63462  -1.01009  -3.24278  0.773
O  0.99437  0.43545  -2.82620  -0.332
O  1.95556  -1.60902  -3.86858  -0.309
C  0.30751  -2.11523  -1.71775  -0.198
F  1.60840  -2.21691  -1.02745  0.065
F  0.03086  -3.48233  -2.29674  -0.065
C  -0.96078  -1.63816  -0.81768  -0.092
F  -2.05101  -2.65987  -1.05117  0.014
F  -1.50407  -0.37025  -1.39999  0.033
C  -0.73599  -1.59922  0.80355  -0.085
F  -2.12415  -1.68624  1.39955  0.033
F  -0.00761  -2.76235  1.34471  0.062
C  -0.16978  -0.12105  1.35275  -0.053
F  0.81404  0.28663  0.28028  0.026
F  -1.41886  0.73051  1.31656  0.048
C  0.58846  -0.16326  2.77350  -0.072
F  -0.23410  -1.03816  3.69247  0.047
F  1.88851  -0.90800  2.56393  0.043
C  0.94148  1.17094  3.56845  -0.083
F  0.37351  1.03729  4.96635  0.045
F  2.43396  1.20810  3.80902  0.048
C  0.49765  2.62808  3.04747  -0.072
F  1.09584  3.59039  4.05821  0.038
F  -0.98027  2.93116  3.16544  0.043
C  1.08623  3.14125  1.60998  -0.116
F  1.36349  4.61943  1.78440  0.034
F  2.39804  2.56201  1.21651  0.060
F  0.06941  3.11336  0.49154  0.028
H  -1.09153  1.42531  -4.03316  0.128
Ni  -0.84104  -5.11752  -1.73024  0.831

Atomic forces in eV per Å
0.8 -1.3 5.4
-3.2 -1.3 -3.3
4.6 0.8 -1.7
-1.1 2.6 2.1
8.4 3.6 -3.8
-2.9 -4.7 -0.4
-6.1 0.9 2.6
2.0 -1.0 0.9
-5.0 0.3 -2.2
0.9 3.0 1.0
-2.6 -0.4 -1.0
3.3 2.7 0.6
2.0 -4.3 2.3
-2.4 -0.5 3.2
4.4 0.0 -2.1
-2.1 3.7 -2.4
-0.9 0.3 -2.8
-3.2 -0.8 3.4
4.8 -2.4 0.3
1.0 -3.8 1.6
2.5 2.8 -3.4
-4.5 2.4 0.3
1.9 0.4 4.6
1.6 0.5 -4.8
-5.0 0.0 -1.2
-1.0 3.6 2.7
-1.8 -3.5 -3.3
5.1 -1.7 -0.8
1.2 4.0 -2.5
-1.0 -5.3 -0.7
-5.1 1.6 1.4
3.8 -0.6 4.0
0.0 -1.2 -0.1
-0.4 -0.4 0.3

Output
HOMO-LUMO gap (alpha / beta)	8.3 / 6.1	eV
electronic energy	-126875.7688	eV
net charge	+1
multiplicity	3
expectation value of S²	2.0264

***

No. 4
Formula: C22H27FN4O3
Source: the OMol25 dataset
Level of theory: wB97M-V/def2-TZVPD

Each line ends with the Löwdin charge.
Atoms and positions in Å:
C  -0.51605  -1.71463  1.82879  -0.073
H  -0.74915  -2.53418  1.14265  0.085
H  -1.31779  -0.97863  1.79457  0.091
O  0.65639  -1.02709  1.45322  -0.131
C  1.87092  -1.73709  1.58296  -0.383
O  2.38326  -2.18124  0.37038  -0.125
C  1.68972  -3.24756  -0.25027  -0.076
H  1.44844  -4.03058  0.47796  0.094
H  2.37099  -3.64791  -0.99887  0.095
H  0.77849  -2.89708  -0.74365  0.060
C  2.91633  -0.78586  2.19559  -0.077
N  2.87809  0.51823  1.59043  0.089
C  3.89578  1.00610  0.84185  -0.500
O  4.94071  0.41578  0.67413  0.067
C  3.63972  2.40664  0.30668  -0.082
H  3.10023  2.98063  1.05969  0.102
C  2.87202  2.40519  -1.02593  -0.122
C  1.52219  1.74760  -0.94783  -0.124
C  1.32294  0.48829  -1.47557  -0.148
N  0.08323  -0.04083  -1.36957  -0.001
N  -0.31817  -1.22112  -1.82397  0.119
C  -1.60197  -1.33785  -1.48979  -0.278
C  -2.06728  -0.20143  -0.80138  -0.088
C  -0.95012  0.64365  -0.74636  -0.200
N  -0.77124  1.86233  -0.25390  0.184
C  0.41377  2.41299  -0.35057  -0.264
C  0.50988  3.80796  0.18277  -0.015
H  0.91820  4.48257  -0.56740  0.084
H  -0.48593  4.14132  0.46072  0.083
H  1.14787  3.85387  1.06300  0.075
C  -3.38424  0.08973  -0.26062  -0.172
C  -3.79486  1.41864  -0.13028  -0.016
C  -5.03970  1.73068  0.37735  -0.002
C  -5.88193  0.70231  0.76038  -0.280
C  -5.50134  -0.62221  0.66039  -0.008
C  -4.25129  -0.92227  0.15246  -0.029
H  -3.94321  -1.95357  0.10023  0.101
H  -6.17611  -1.40026  0.98187  0.117
F  -7.10640  1.00012  1.25470  0.048
H  -5.36484  2.75438  0.47741  0.117
H  -3.11918  2.20404  -0.42773  0.100
C  -2.34462  -2.55799  -1.90635  -0.026
H  -3.35126  -2.29930  -2.22704  0.083
H  -2.41413  -3.27286  -1.08578  0.076
H  -1.81120  -3.03448  -2.72529  0.081
C  2.35081  -0.33828  -2.16646  0.011
H  1.86774  -1.21682  -2.58450  0.075
H  2.83450  0.22155  -2.96465  0.092
H  3.10896  -0.66136  -1.45443  0.089
H  2.75134  3.44307  -1.34618  0.115
H  3.48647  1.89639  -1.76705  0.111
H  4.61070  2.87528  0.14056  0.124
H  1.96870  0.95301  1.55303  0.132
H  2.72111  -0.69377  3.26909  0.130
H  3.91355  -1.19673  2.02674  0.132
H  1.71697  -2.59752  2.26561  0.159
H  -0.42799  -2.11187  2.84619  0.095

Atomic forces in eV per Å
-0.2 0.0 0.1
0.0 0.0 0.0
-0.1 -0.1 0.0
0.4 0.1 -0.1
0.3 0.0 0.5
0.0 0.2 0.1
-0.1 0.0 0.0
0.0 0.0 0.0
-0.1 -0.1 0.0
0.1 -0.1 0.1
-0.2 -0.4 -0.1
-0.3 -0.2 0.1
-0.2 0.6 0.2
0.4 -0.2 -0.2
0.2 -0.1 -0.2
0.0 0.0 0.0
0.0 0.0 0.1
-0.2 -0.2 -0.3
0.3 0.4 0.0
-0.7 0.7 0.4
0.1 -0.9 -0.5
0.1 0.5 0.1
0.5 0.1 -0.1
-0.1 -0.8 -0.3
-0.1 0.5 0.3
-0.1 -0.2 -0.1
0.1 0.0 0.0
0.1 0.1 0.0
0.0 0.0 0.0
0.1 0.1 0.1
-0.2 0.1 0.1
-0.1 -0.1 0.0
-0.3 -0.1 0.1
0.1 0.0 0.0
-0.3 0.2 0.1
0.1 0.2 0.0
0.0 -0.1 0.0
-0.1 0.0 0.0
0.1 0.0 -0.1
-0.1 0.1 0.0
0.0 0.1 0.0
0.1 0.0 0.0
-0.1 -0.1 0.0
-0.1 -0.1 0.0
0.0 0.0 0.0
0.0 -0.1 0.0
0.1 0.0 0.0
0.0 0.0 0.0
0.1 0.0 0.0
0.1 -0.1 -0.1
0.0 0.1 0.0
0.0 0.0 0.1
0.1 0.1 0.0
0.0 -0.1 -0.1
-0.1 0.0 0.1
0.0 0.1 -0.2
0.0 0.0 0.0

Output
HOMO-LUMO gap	8.3	eV
electronic energy	-38073.1510	eV
structure (SMILES)	COC(CNC(=O)CCc1c(C)nc2c(-c3ccc(F)cc3)c(C)nn2c1C)OC

***

No. 5
Formula: C7H7N
Source: the OMol25 dataset
Level of theory: wB97M-V/def2-TZVPD

Each line ends with the Löwdin charge.
Atoms and positions in Å:
C  -1.15607  -0.12502  2.31362  -0.168
C  -0.17975  -1.09670  2.03252  -0.098
C  -1.19221  0.75559  1.36749  -0.101
C  0.50854  -0.62795  0.86209  0.034
C  0.72285  0.38578  -1.82969  -0.187
C  -0.00321  1.03658  -0.84460  -0.053
C  1.22967  -0.87302  -1.88567  0.047
N  -0.18966  0.41148  0.38419  -0.112
H  -1.70667  -0.14832  3.23971  0.107
H  0.01843  -1.95299  2.75540  0.106
H  -1.61168  1.77890  1.35155  0.127
H  1.25842  1.14378  -2.45086  0.115
H  -0.30880  2.02611  -0.96487  0.099
H  2.01354  -1.00081  -2.52190  0.022
H  0.84181  -1.71735  -1.28888  0.063

Atomic forces in eV per Å
-0.3 -2.5 2.8
2.1 -1.3 -0.6
0.6 4.1 -3.5
-1.2 -2.4 2.6
1.4 1.8 -0.3
0.2 -2.4 1.0
-2.4 -0.3 2.3
-1.3 2.0 -0.2
-0.2 0.3 -0.1
0.1 1.3 -1.5
0.0 -1.0 -0.3
-0.8 -0.7 -0.1
-0.6 1.3 0.1
2.1 -0.8 -1.6
0.2 0.6 -0.5

Output
HOMO-LUMO gap (alpha / beta)	6.4 / 7.7	eV
electronic energy	-8856.9568	eV

***

No. 6
Formula: C4H9ClN3
Source: the OMol25 dataset
Level of theory: wB97M-V/def2-TZVPD

Each line ends with the Löwdin charge.
Atoms and positions in Å:
C  1.95866  0.99009  0.17150  -0.177
C  0.04181  -0.70764  -0.22159  -0.665
C  -2.13538  -1.70975  0.45337  -0.007
C  0.67911  0.64374  -0.59524  -0.295
N  2.63703  0.12445  0.80675  0.112
N  -1.19112  -0.55055  0.11664  0.032
N  -0.36207  1.73895  -0.57527  0.066
Cl  0.88306  -2.09930  -0.15339  0.966
H  2.18926  2.02240  0.01087  0.113
H  -2.12348  -1.76389  1.55013  0.107
H  -1.85315  -2.77159  0.23007  0.092
H  -3.01451  -1.61946  -0.13326  0.083
H  1.00460  0.56918  -1.65782  0.168
H  3.55083  0.27559  1.20285  0.075
H  -1.78449  0.30515  -0.01870  0.175
H  -0.10539  2.21255  -1.39601  0.072
H  -0.37477  2.34011  0.20911  0.084

Atomic forces in eV per Å
0.9 -1.5 0.8
-0.9 3.7 0.3
2.1 -1.0 0.9
-0.3 0.2 0.1
-1.7 -0.1 -1.1
-2.5 -3.5 -0.2
1.0 -2.8 -0.7
0.2 -0.9 -0.1
0.5 0.8 0.0
-1.1 0.5 -0.3
0.9 1.2 -0.5
-1.2 0.8 0.3
-0.2 -0.2 0.5
0.1 1.0 0.1
1.9 -0.3 -0.1
-0.4 1.5 -1.0
0.4 0.6 1.0

Output
HOMO-LUMO gap	9.5	eV
electronic energy	-21278.3694	eV
net charge	+1
structure (SMILES)	[H]/N=C/[C@H](N)/C(Cl)=[NH+]/C

***

Copy entry 2 word for word.
Formula: C6H11N
Source: the OMol25 dataset
Level of theory: wB97M-V/def2-TZVPD

Each line ends with the Löwdin charge.
Atoms and positions in Å:
C  -0.10786  -0.16289  1.19860  -0.114
C  -1.64229  1.22785  -0.37934  -0.023
C  1.58626  -1.42954  -0.24927  -0.057
C  -1.13314  -0.20666  0.09918  -0.419
C  1.04628  -0.11967  0.23199  -0.390
C  1.49362  1.07614  -0.19216  0.030
N  -1.66958  -1.29360  -0.25401  0.137
H  -2.56219  -1.20374  -0.73832  0.055
H  -0.18224  0.73973  1.80354  0.118
H  -0.12267  -1.09125  1.76634  0.119
H  -2.58292  1.05693  -0.90208  0.060
H  -1.85548  1.91365  0.43940  0.071
H  -0.95053  1.66698  -1.09422  0.061
H  2.18465  -1.90003  0.53184  0.086
H  2.19780  -1.30213  -1.14038  0.079
H  0.77028  -2.11148  -0.48567  0.067
H  1.28411  1.99802  0.32736  0.064
H  2.24589  1.14170  -0.96280  0.058

Atomic forces in eV per Å
0.8 -0.6 -1.3
-0.1 -1.7 -0.1
-0.3 0.0 -0.3
-2.8 2.2 0.8
1.5 1.3 0.4
0.6 -1.0 0.4
-0.1 -0.5 0.7
0.6 0.3 -0.7
-0.1 -0.2 0.0
-0.1 0.2 0.1
0.0 0.0 -0.1
0.3 -0.1 0.1
0.1 0.1 0.2
0.0 0.0 0.1
0.1 0.0 0.0
0.0 -0.1 0.0
-0.5 0.1 -0.1
0.1 -0.1 -0.1

Output
HOMO-LUMO gap	9.8	eV
electronic energy	-7889.1035	eV
structure (SMILES)	[H]/N=C(\C)CC(=C)C